1.
A structure of composition C30H90FFeN15O5P5 in a non-equilibrium geometry, computed with the ωB97M-V functional and the def2-TZVPD basis.

Structure (XYZ):
```
147
C30H90FFeN15O5P5, DFT the ωB97M-V functional and the def2-TZVPD basis
Fe 13.1357 10.7440 12.5284
F 13.4831 9.0448 11.6055
O 15.1560 11.0080 12.6145
P 16.6279 10.6628 12.4294
N 17.3679 11.3684 11.0327
C 18.6627 10.9122 10.5427
C 16.9288 12.6912 10.6214
N 16.7846 8.9450 12.2543
C 16.6283 8.3194 10.9304
C 16.6955 8.0533 13.4154
N 17.7190 11.1274 13.6797
C 19.1983 11.2668 13.6323
C 17.1051 11.9560 14.6691
H 18.8470 9.8481 10.6901
H 19.4687 11.4520 11.0398
H 18.8944 11.0990 9.4941
H 17.6075 13.1078 9.8772
H 16.9928 13.3296 11.5025
H 15.8984 12.5819 10.2830
H 15.5685 8.1352 10.7541
H 16.9915 8.8851 10.0724
H 17.1135 7.3478 11.0232
H 17.6037 8.1849 14.0035
H 15.7464 8.2067 13.9289
H 16.5600 7.0070 13.1414
H 19.4070 12.0439 12.8970
H 19.6007 11.3427 14.6424
H 19.6657 10.3347 13.3148
H 16.0791 11.7005 14.9335
H 17.0126 12.9919 14.3427
H 17.6956 12.0371 15.5818
O 11.1485 10.7590 12.8289
P 9.8616 9.9662 12.7535
N 10.0728 8.2885 12.8490
C 10.5593 7.4729 11.7712
C 10.0197 7.6647 14.1244
N 9.0199 10.1168 11.3038
C 7.9987 9.1546 10.7289
C 8.9672 11.4327 10.6928
N 8.6674 10.3218 13.9171
C 7.4272 9.4731 14.0602
C 8.3994 11.7651 14.1688
H 10.6766 8.0452 10.8509
H 9.9169 6.6592 11.4343
H 11.5409 7.0463 11.9776
H 10.2024 8.3188 14.9769
H 10.7380 6.8574 14.2671
H 9.0068 7.2797 14.2430
H 6.9859 9.5082 10.9224
H 8.2147 8.9497 9.6804
H 8.1088 8.2026 11.2482
H 9.0507 11.2637 9.6193
H 8.0441 11.9434 10.9672
H 9.7850 12.0388 11.0828
H 7.3122 9.2186 15.1138
H 6.5552 10.0361 13.7274
H 7.4975 8.5525 13.4810
H 9.3426 12.3105 14.1376
H 7.8048 11.9598 15.0613
H 7.8109 12.1819 13.3514
O 13.0652 12.5412 13.5117
P 12.8482 13.9373 14.0413
N 14.3625 14.8653 14.1072
C 14.3978 16.1853 14.7788
C 15.2296 14.8278 12.8239
N 12.3737 13.9592 15.5830
C 10.9815 13.9756 15.9794
C 13.2344 13.3523 16.6278
N 11.7349 14.9502 13.2311
C 11.8270 16.3882 13.2741
C 10.5983 14.3876 12.5004
H 14.3490 16.9988 14.0550
H 15.3463 16.4835 15.2255
H 13.6843 16.1591 15.6024
H 16.2774 15.0348 13.0417
H 14.8666 15.6196 12.1685
H 15.0538 13.9079 12.2663
H 10.7286 12.9195 16.0740
H 10.8446 14.4910 16.9300
H 10.4022 14.5084 15.2254
H 13.1059 13.6725 17.6617
H 13.0837 12.2728 16.6274
H 14.2780 13.3722 16.3137
H 12.5640 16.7746 12.5701
H 10.8315 16.7750 13.0562
H 12.2287 16.7334 14.2268
H 10.3270 15.0916 11.7136
H 9.8483 14.4012 13.2912
H 10.8577 13.4138 12.0852
O 13.2530 9.8257 14.4956
P 13.3460 8.9025 15.7054
N 12.8865 7.2254 15.4831
C 13.4869 6.3544 14.5286
C 12.2387 6.4802 16.5261
N 12.3831 9.5233 17.0799
C 11.2781 10.4125 16.9014
C 12.5891 9.0194 18.4209
N 15.0009 8.9007 16.2952
C 15.7859 7.6396 16.5766
C 15.4909 10.1276 17.0043
H 13.9385 6.8947 13.6966
H 12.7303 5.8045 13.9691
H 14.1694 5.6663 15.0274
H 12.9623 5.8963 17.0949
H 11.5078 5.8210 16.0578
H 11.7141 7.1200 17.2357
H 10.3324 9.9011 17.0809
H 11.2343 11.1232 17.7268
H 11.2844 10.9040 15.9285
H 11.6734 8.6323 18.8677
H 13.4502 8.3626 18.5450
H 12.8900 9.9023 18.9849
H 15.6563 7.3653 17.6235
H 15.4296 6.7575 16.0446
H 16.8471 7.8825 16.5223
H 15.3170 9.9691 18.0686
H 15.1378 11.0919 16.6389
H 16.5762 10.1205 16.9028
O 12.9520 11.7062 10.7813
P 12.8313 12.1039 9.3019
N 12.3614 13.7457 9.0742
C 10.9859 14.1303 8.6627
C 13.1433 14.8635 9.5873
N 11.7703 11.1219 8.4002
C 11.5030 11.3325 6.9851
C 11.6158 9.7825 8.8567
N 14.3001 11.9588 8.4871
C 14.5834 12.7108 7.2635
C 14.9977 10.6625 8.6097
H 10.4929 13.3056 8.1480
H 11.0450 14.9125 7.9058
H 10.4996 14.4710 9.5768
H 14.1624 14.4881 9.6800
H 12.8722 15.0949 10.6174
H 13.1079 15.7212 8.9155
H 10.4520 11.1125 6.7972
H 11.9295 12.3013 6.7253
H 12.0096 10.6254 6.3283
H 10.6876 9.3271 8.5114
H 12.4336 9.1096 8.5988
H 11.4516 9.7609 9.9341
H 14.0673 13.6704 7.2363
H 15.6504 12.9295 7.2218
H 14.3208 12.0272 6.4560
H 14.7962 10.1863 9.5692
H 16.0740 10.8350 8.6103
H 14.7484 10.1380 7.6873
```

## Properties
- Gap between HOMO and LUMO (spin up / spin down): 9.4 / 6.7 eV
- LUMO (spin up / spin down): -3.1657 / -5.8754 eV
- Spin multiplicity: 6
- Total charge: +2
- HOMO energy (spin up / spin down): -12.575 / -12.572 eV
- <S²>: 8.76
- DFT total energy: -148702.7562 eV

***

2.
A cluster of 12 separate species, C30H90N6O12 in total in a non-equilibrium geometry, computed with the ωB97M-V functional and the def2-TZVPD basis.

Structure (XYZ):
```
138
C30H90N6O12, DFT the ωB97M-V functional and the def2-TZVPD basis
C -3.1363 6.8810 -1.9822
O -3.3401 5.4896 -2.0967
C -2.2863 4.8055 -2.7296
C -2.6802 3.3411 -2.7733
C -2.5463 2.6955 -1.3987
N -1.8607 2.4762 -3.6545
H -3.0505 7.4325 -2.9266
H -2.2210 7.0229 -1.3943
H -4.0078 7.2850 -1.4718
H -2.1342 5.1648 -3.7596
H -1.3579 4.9353 -2.1552
H -3.7376 3.2654 -3.0573
H -1.5648 2.7288 -0.9348
H -2.8995 1.6606 -1.4148
H -3.2381 3.1894 -0.7047
H -2.4421 1.6443 -3.7472
H -1.7897 2.7588 -4.6317
C 0.7390 1.2886 -1.0623
O 0.0252 0.1386 -0.6665
C 0.6157 -0.5111 0.4450
C -0.3544 -1.5700 0.9083
C -1.7984 -1.0739 0.9783
N 0.1368 -2.1229 2.1797
H 1.8136 1.0933 -1.1568
H 0.6752 2.0531 -0.2717
H 0.2408 1.7209 -1.9257
H 1.5970 -0.8641 0.1086
H 0.7427 0.2169 1.2646
H -0.3364 -2.3973 0.1861
H -2.3910 -1.7076 1.6392
H -2.2793 -0.9783 0.0080
H -1.8367 -0.1237 1.5298
H -0.4823 -2.8594 2.5169
H -0.0011 -1.4008 2.8864
C 4.1182 2.4869 1.5648
O 5.3002 3.0599 2.0475
C 6.4143 2.2255 1.9216
C 6.3467 0.8987 2.6605
C 6.1146 1.0203 4.1528
N 7.5964 0.1668 2.3556
H 3.3410 3.2443 1.4423
H 3.7027 1.7494 2.2599
H 4.2425 2.0759 0.5551
H 6.6125 1.9733 0.8698
H 7.2888 2.7861 2.2644
H 5.5214 0.3341 2.2202
H 6.7980 1.6275 4.7580
H 5.9319 0.1199 4.7389
H 5.1971 1.6312 4.2304
H 8.3531 0.6840 2.7993
H 7.5724 -0.7170 2.8540
C 4.0067 -4.7297 -5.4775
O 4.1614 -3.4301 -4.8957
C 3.1935 -3.1985 -3.9015
C 3.3550 -1.7769 -3.3900
C 2.8621 -1.6563 -1.9414
N 2.6279 -0.7266 -4.1193
H 3.8930 -5.5205 -4.7323
H 4.8307 -4.9360 -6.1520
H 3.0786 -4.6328 -6.0619
H 2.1878 -3.3340 -4.3359
H 3.2980 -3.9083 -3.0691
H 4.4229 -1.5299 -3.3828
H 2.7132 -0.6233 -1.6319
H 3.4546 -2.2140 -1.2161
H 1.8394 -2.0666 -1.8959
H 1.6496 -0.8451 -3.8445
H 2.6101 -1.0855 -5.0787
C -2.3519 1.6197 7.5263
O -3.4002 0.8419 6.9967
C -3.1728 -0.5353 6.9931
C -2.0854 -0.9694 6.0049
C -2.3437 -0.4725 4.5789
N -2.0556 -2.4540 5.9343
H -1.6751 1.0015 8.1233
H -2.7585 2.4662 8.0686
H -1.7373 1.9812 6.6925
H -2.8253 -0.8798 7.9822
H -4.0835 -1.1036 6.7917
H -1.1097 -0.5861 6.3233
H -1.4358 -0.4481 3.9904
H -2.6768 0.5767 4.5915
H -3.2224 -0.9830 4.1846
H -2.7915 -2.8267 6.5281
H -2.2945 -2.7336 4.9796
C -4.3649 0.7656 -5.7872
O -3.0688 0.5375 -5.2912
C -2.6643 -0.8099 -5.4223
C -1.4855 -0.9868 -4.4873
C -1.9431 -0.9607 -3.0198
N -0.3606 -0.0478 -4.6678
H -5.0796 0.0541 -5.3448
H -4.4358 0.5794 -6.8626
H -4.7085 1.7419 -5.4562
H -3.4375 -1.5573 -5.2150
H -2.3529 -0.9881 -6.4628
H -1.0319 -1.9783 -4.6204
H -2.5832 -1.8263 -2.8340
H -2.5459 -0.0657 -2.8615
H -1.0951 -0.9352 -2.3376
H -0.4563 0.7353 -4.0267
H -0.4434 0.2949 -5.6205
C 2.0563 5.1454 -1.3326
O 0.6138 5.2906 -1.3488
H 2.4070 6.1854 -1.3043
H 2.3705 4.5635 -0.4781
H 2.4141 4.7744 -2.2931
H 0.3183 5.4148 -2.2523
C -4.7432 -3.1167 0.3658
O -3.5618 -3.7453 0.8770
H -5.4771 -2.7418 1.0749
H -4.4400 -2.1817 -0.1318
H -5.1959 -3.7577 -0.3910
H -3.0956 -4.0724 0.1028
C 3.2779 -3.8382 1.5233
O 2.6596 -3.5047 2.7483
H 2.6592 -3.5842 0.6611
H 4.2841 -3.4143 1.4935
H 3.4022 -4.9228 1.5562
H 2.0950 -2.7184 2.6902
C 4.7860 1.4016 -2.1752
O 3.8444 2.4186 -2.4804
H 5.7197 1.8725 -1.8812
H 4.4067 0.7157 -1.4106
H 4.9410 0.7621 -3.0490
H 3.2380 2.0922 -3.1540
C -2.7572 -5.0714 4.1316
O -2.6155 -3.8024 3.4937
H -3.8050 -5.2428 4.4226
H -2.4917 -5.9348 3.5146
H -2.1723 -5.1159 5.0506
H -2.7907 -3.9823 2.5513
C -5.7170 -0.2410 2.6742
O -6.9218 -0.5656 1.9410
H -5.3407 0.6490 2.1788
H -5.8981 -0.1884 3.7439
H -5.0725 -1.1237 2.5790
H -6.7699 -0.2986 1.0326
```

## Properties
- Gap between HOMO and LUMO: 8.9 eV
- Energy relative to the best compared isomer or geometry (same formula, charge and spin): 62.77 kcal per mole
- LUMO: 0.1339 eV
- Total charge: 0
- HOMO energy: -8.781 eV
- DFT total energy: -66073.1833 eV
- SMILES: COC[C@H](C)N.COC[C@H](C)N.COC[C@H](C)N.COC[C@H](C)N.COC[C@H](C)N.COC[C@H](C)N.CO.CO.CO.CO.CO.CO

***

3.
A cluster of 13 separate species, C30H91N5O18 in total in a non-equilibrium geometry, computed with the ωB97M-V functional and the def2-TZVPD basis.

Structure (XYZ):
```
144
C30H91N5O18, DFT the ωB97M-V functional and the def2-TZVPD basis
C -3.0380 6.3805 7.6410
O -2.8537 5.5919 6.5395
C -2.0857 4.4682 6.9754
C -1.6928 3.5838 5.7688
N -0.2429 3.5998 5.6031
C 0.0548 2.5070 4.6948
C 0.4057 1.1277 5.2988
O -0.8009 0.4034 5.5632
C -0.5073 -0.9468 5.9739
H -3.5327 7.3140 7.3728
H -2.1649 6.6139 8.2504
H -3.7397 5.9182 8.3353
H -2.7272 3.7753 7.5199
H -1.2160 4.6524 7.6061
H -2.3705 3.8472 4.9568
H -2.0613 2.6341 6.1566
H 0.0738 3.3188 6.5200
H 0.9920 2.9286 4.3314
H -0.7153 2.5046 3.9234
H 0.9958 1.1727 6.2141
H 1.0231 0.5884 4.5804
H 0.2113 -0.9348 6.7934
H -0.1077 -1.6328 5.2269
H -1.4473 -1.4423 6.2164
C -4.0224 -1.2042 -3.2212
O -2.8952 -1.1433 -2.3019
C -2.6418 0.2401 -1.8717
C -1.4085 0.2114 -0.9652
N -1.2417 1.6252 -0.4866
C -0.6237 1.8479 0.8355
C 0.8805 1.5573 0.9523
O 1.6177 2.4912 0.1357
C 2.9449 2.7002 0.6770
H -4.1201 -2.2474 -3.5217
H -3.6162 -0.5730 -4.0116
H -4.9709 -0.7029 -3.0283
H -3.5363 0.5967 -1.3611
H -2.3528 0.8981 -2.6913
H -0.5920 -0.2565 -1.5152
H -1.4636 -0.3876 -0.0562
H -2.0913 2.1617 -0.3848
H -1.1651 1.2934 1.6020
H -0.7595 2.8717 1.1839
H 1.1519 0.5064 0.8518
H 1.0572 1.8368 1.9910
H 2.9214 3.3904 1.5203
H 3.6301 2.9846 -0.1215
H 3.3284 1.8085 1.1730
C 3.8852 1.7946 -3.0671
O 2.5497 2.3561 -2.8219
C 1.5893 1.7072 -3.5065
C 0.2475 2.4956 -3.5269
N 0.2003 3.3668 -4.7270
C -0.1278 2.5380 -5.8880
C 0.6466 2.8988 -7.2025
O 1.8025 3.7075 -6.8697
C 2.8696 3.4357 -7.7731
H 4.1717 1.7959 -4.1188
H 3.9401 0.7383 -2.8040
H 4.6270 2.2993 -2.4481
H 1.4453 0.7033 -3.1071
H 1.9190 1.4353 -4.5092
H 0.2967 3.0881 -2.6133
H -0.6746 1.9150 -3.5529
H 1.0706 3.7825 -5.0270
H -1.1742 2.5540 -6.1928
H 0.0465 1.4952 -5.6227
H 0.1366 3.3316 -8.0631
H 0.9426 1.8985 -7.5186
H 3.6521 2.8499 -7.2908
H 3.3815 4.3612 -8.0368
H 2.5428 2.9813 -8.7084
C 3.2049 -2.4282 -1.6691
O 3.9174 -2.4270 -0.4574
C 3.3020 -1.8567 0.6234
C 4.0642 -2.3212 1.9212
N 5.3957 -1.6538 2.1921
C 6.4662 -2.0267 1.2648
C 6.8672 -3.5160 1.1032
O 7.8098 -3.6798 0.0432
C 8.3785 -4.9423 0.0436
H 2.6053 -1.5486 -1.9033
H 2.5195 -3.2383 -1.4199
H 3.8388 -2.8577 -2.4449
H 2.2243 -2.0112 0.6773
H 3.3020 -0.7928 0.3862
H 4.1964 -3.4031 1.9338
H 3.4949 -2.0883 2.8211
H 5.7351 -1.8573 3.1213
H 7.3368 -1.4272 1.5310
H 6.2441 -1.5327 0.3189
H 5.9774 -4.1449 1.0732
H 7.3706 -3.6769 2.0565
H 8.8376 -5.2387 0.9867
H 9.2143 -4.9001 -0.6548
H 7.6002 -5.6250 -0.2973
C -0.3617 -2.1573 2.4337
O -1.6488 -2.2778 1.8282
C -2.2206 -3.6877 1.6380
C -3.7058 -3.7856 1.2594
N -4.0052 -3.3772 -0.1163
C -5.4505 -3.0446 -0.3971
C -6.2237 -4.3268 -0.6823
O -7.4433 -3.7799 -1.1436
C -8.6223 -4.4535 -1.1949
H -0.1416 -1.0899 2.4122
H 0.4732 -2.5834 1.8774
H -0.2949 -2.4502 3.4815
H -2.0934 -4.3004 2.5305
H -1.6567 -4.0293 0.7700
H -4.3016 -3.2397 1.9909
H -4.0296 -4.8123 1.4305
H -3.4007 -2.5777 -0.2410
H -5.6509 -2.3288 -1.1943
H -6.0249 -2.4707 0.3301
H -6.4872 -4.9070 0.2020
H -5.8859 -5.0953 -1.3775
H -8.6592 -5.2281 -0.4290
H -8.5868 -5.2356 -1.9533
H -9.4759 -3.7797 -1.1208
O 6.5239 3.2275 0.2164
H 6.1678 2.4250 0.5978
H 5.8176 3.5655 -0.3342
O -5.8995 1.5925 -0.0685
H -5.2858 1.7302 -0.7900
H -5.3738 1.1836 0.6190
O -3.5068 3.2033 -1.1008
H -3.6270 3.4392 -2.0206
H -3.3368 4.0356 -0.6598
O -4.9613 -4.0371 -5.0836
H -5.4500 -4.7432 -5.5063
H -5.6316 -3.5028 -4.6577
O -0.7938 -3.3774 -2.0071
H -1.6170 -3.8377 -2.1703
H -1.0425 -2.4551 -1.9461
O 0.7300 4.5677 -1.0263
H 0.1172 3.8550 -0.8452
H 1.5855 4.1413 -1.0779
O -2.1763 -4.5602 -4.3813
H -2.3075 -4.8580 -3.4811
H -3.0162 -4.1753 -4.6315
O 5.5941 1.1683 1.8042
H 5.4934 0.2166 1.7848
H 5.5203 1.3987 2.7303
```

## Properties
- Gap between HOMO and LUMO (spin up / spin down): 8.2 / 3.4 eV
- LUMO (spin up / spin down): -2.3483 / -7.1827 eV
- Spin multiplicity: 2
- Total charge: +1
- HOMO energy (spin up / spin down): -10.563 / -10.563 eV
- <S²>: 0.75
- DFT total energy: -76871.5604 eV

***

Which of these has the lowest DFT total energy? C30H90FFeN15O5P5

***

The highest DFT total energy belongs to which entry? C30H90N6O12

***

The lowest total charge belongs to which entry? C30H90N6O12